{
  "formula": "C14H37IrN2O6P",
  "method": "ωB97M-V with the def2-TZVPD basis set",
  "gap_ev": 9.56,
  "multiplicity": 1,
  "e_tot_ha": -1561.3425,
  "mol_weight_g_mol": 552.6,
  "relative_energy_kcal_mol": 6.1,
  "charge": 3,
  "fmax_ev_per_a": 1.5,
  "e_homo_ev": -19.82,
  "elements": ["Ir", "C", "O", "C", "C", "O", "C", "C", "O", "C", "H", "H", "H", "H", "H", "H", "H", "H", "H", "H", "H", "H", "H", "H", "N", "C", "C", "N", "H", "H", "H", "H", "H", "H", "H", "H", "C", "C", "O", "P", "O", "C", "C", "O", "C", "C", "H", "H", "H", "H", "H", "H", "H", "H", "H", "H", "H", "H", "H", "H", "H"],
  "coordinates": [[-0.3802, -0.3839, -0.8040], [-1.6446, 2.2818, -2.3530], [-1.3700, 0.8597, -2.4807], [-1.2295, 0.4424, -3.8592], [-1.2132, -1.0715, -3.8768], [-0.1877, -1.5606, -2.9927], [1.1434, -1.4625, -3.5392], [2.0712, -1.3228, -2.3603], [1.6076, -0.2315, -1.5294], [1.9880, 1.0914, -1.9973], [-2.5751, 2.5188, -2.8669], [-0.8290, 2.8636, -2.7834], [-1.7356, 2.4984, -1.2914], [-0.3301, 0.8921, -4.2867], [-2.0917, 0.8068, -4.4211], [-1.0661, -1.4456, -4.8912], [-2.1552, -1.4698, -3.5000], [1.2229, -0.6047, -4.2091], [1.3746, -2.3656, -4.1078], [3.1014, -1.1292, -2.6552], [2.0474, -2.2102, -1.7267], [3.0658, 1.1118, -2.1530], [1.7236, 1.7951, -1.2116], [1.4717, 1.3367, -2.9252], [-0.3249, -2.3330, -0.1729], [-1.7335, -2.8481, -0.0562], [-2.5689, -1.7854, 0.5992], [-2.3485, -0.5254, -0.1738], [0.1219, -2.8664, -0.9192], [0.2045, -2.5203, 0.6770], [-1.7441, -3.7865, 0.4977], [-2.0799, -3.0516, -1.0709], [-2.2410, -1.6057, 1.6239], [-3.6243, -2.0555, 0.6128], [-2.6410, 0.2719, 0.3930], [-2.9424, -0.5022, -1.0042], [-0.4751, -0.7346, 4.7677], [0.1777, -1.1201, 3.4684], [-0.4317, -0.3282, 2.3694], [0.1754, 0.4672, 1.1779], [1.6680, 0.7623, 1.4164], [2.9604, 0.0387, 1.4319], [4.0030, 0.9772, 1.9730], [-0.5572, 1.8384, 1.0950], [-0.4709, 2.9400, 2.1149], [-1.6155, 2.8414, 3.0826], [-0.1142, -1.4025, 5.5504], [-1.5584, -0.8362, 4.7128], [-0.2209, 0.2856, 5.0524], [-0.0022, -2.1664, 3.2251], [1.2465, -0.9197, 3.4809], [3.1591, -0.2621, 0.4052], [2.8473, -0.8476, 2.0551], [4.0965, 1.8669, 1.3520], [4.9650, 0.4639, 1.9818], [3.7720, 1.2765, 2.9943], [-0.5130, 3.8407, 1.5107], [0.5073, 2.8665, 2.5871], [-2.5745, 2.8905, 2.5674], [-1.5630, 3.6952, 3.7598], [-1.5688, 1.9343, 3.6828]],
  "atomic_forces_ev_per_a": [[0.1, -1.1, -1.0], [0.0, 0.1, 0.0], [0.3, 0.4, 0.5], [-0.1, -0.2, 0.0], [0.0, 0.2, -0.1], [-0.3, 0.2, 0.2], [0.1, -0.1, 0.0], [-0.2, 0.0, -0.1], [0.0, 0.2, 0.3], [0.1, 0.0, 0.0], [0.0, 0.0, 0.0], [0.0, 0.0, 0.0], [0.0, 0.0, 0.0], [0.0, 0.0, 0.0], [0.0, 0.0, 0.0], [0.0, 0.0, 0.0], [0.0, 0.0, 0.0], [0.0, 0.0, 0.0], [0.0, 0.0, 0.0], [0.0, 0.0, 0.0], [0.1, 0.0, 0.0], [0.0, 0.0, 0.0], [0.0, 0.0, 0.0], [0.0, 0.0, 0.0], [0.4, 0.1, 0.2], [0.0, -0.1, 0.0], [-0.1, 0.0, 0.2], [0.0, 0.1, 0.0], [0.1, 0.0, 0.1], [-0.1, 0.0, 0.0], [0.0, 0.0, 0.0], [0.0, 0.0, 0.0], [-0.1, 0.0, -0.1], [0.0, 0.0, 0.0], [0.0, 0.0, 0.0], [0.0, 0.0, 0.0], [0.0, 0.0, 0.0], [0.0, 0.1, 0.2], [0.0, -0.3, 0.0], [-0.5, 0.5, -0.3], [0.1, 0.1, -0.1], [0.1, -0.1, 0.0], [0.0, 0.0, 0.0], [0.1, 0.1, 0.2], [0.0, -0.1, 0.0], [0.0, 0.0, 0.0], [0.0, 0.0, 0.0], [0.0, 0.0, 0.0], [0.0, 0.0, 0.0], [0.0, 0.0, -0.1], [0.0, 0.0, 0.0], [0.0, 0.0, 0.0], [0.0, 0.0, 0.0], [0.0, 0.0, 0.0], [0.0, 0.0, 0.0], [0.0, 0.0, 0.0], [0.0, 0.0, 0.0], [0.0, 0.0, 0.0], [0.0, 0.0, 0.0], [0.0, 0.0, 0.0], [0.0, 0.0, 0.0]]
}

{
  "formula": "C14H37MnN2O6",
  "method": "ωB97M-V with the def2-TZVPD basis set",
  "gap_ev": [7.97, 8.14],
  "multiplicity": 6,
  "e_tot_ha": -2267.3080,
  "mol_weight_g_mol": 384.4,
  "charge": 1,
  "fmax_ev_per_a": 3.1,
  "e_homo_ev": [-10.24, -10.43],
  "elements": ["Mn", "C", "C", "O", "H", "H", "H", "H", "H", "C", "O", "C", "C", "N", "C", "C", "O", "C", "H", "H", "H", "H", "H", "H", "H", "H", "H", "H", "H", "H", "H", "H", "H", "C", "C", "O", "O", "H", "H", "H", "H", "H", "H", "C", "C", "C", "O", "C", "N", "H", "H", "H", "H", "H", "H", "H", "H", "H", "H", "H"],
  "coordinates": [[-18.8048, -14.6879, 2.8218], [-15.1542, -14.0753, 0.8212], [-15.8877, -15.3331, 1.2695], [-16.8217, -15.0865, 2.2470], [-14.9494, -13.5422, 1.7570], [-15.7894, -13.4710, 0.1650], [-14.1967, -14.1430, 0.3024], [-15.1226, -16.0784, 1.5427], [-16.3716, -15.7883, 0.3806], [-19.3731, -17.2894, 0.9109], [-19.5973, -15.9139, 1.1908], [-19.6295, -15.1386, -0.0018], [-19.1126, -13.7300, 0.2502], [-19.5142, -13.0736, 1.5526], [-20.9531, -12.7624, 1.3200], [-21.5961, -11.7405, 2.2818], [-21.2894, -12.0589, 3.6378], [-21.6322, -11.0591, 4.5951], [-18.3669, -17.5026, 0.5440], [-20.0948, -17.7595, 0.2401], [-19.4436, -17.7915, 1.8767], [-20.6800, -15.0865, -0.3311], [-19.0569, -15.6125, -0.7992], [-19.2495, -13.1131, -0.6389], [-18.0310, -13.9117, 0.3244], [-18.9600, -12.2226, 1.4905], [-21.5568, -13.6694, 1.3344], [-21.0505, -12.3482, 0.3133], [-22.6840, -11.8296, 2.2991], [-21.2598, -10.7463, 1.9826], [-21.5100, -10.0353, 4.2361], [-20.9604, -11.0800, 5.4587], [-22.6306, -11.3348, 4.9355], [-19.7750, -16.9595, 4.7384], [-21.0497, -16.5249, 4.0405], [-20.9306, -15.1562, 3.6102], [-18.5379, -16.5367, 4.1492], [-19.8340, -18.0412, 4.9177], [-19.7852, -16.6543, 5.7963], [-21.8705, -16.5925, 4.7512], [-21.1973, -17.1643, 3.1686], [-21.7918, -14.8498, 3.3122], [-17.8674, -17.0676, 4.5930], [-16.5954, -12.9916, 5.9177], [-17.6272, -12.3886, 4.9557], [-16.8477, -11.8628, 3.7641], [-17.6734, -11.3175, 2.7456], [-18.0433, -9.9753, 2.9100], [-18.6494, -13.4589, 4.6046], [-15.7751, -13.4915, 5.3933], [-16.9769, -13.7677, 6.5839], [-16.1156, -12.1919, 6.4855], [-18.1041, -11.5392, 5.4578], [-16.2478, -12.6294, 3.2678], [-16.1227, -11.1133, 4.1087], [-18.7267, -9.7298, 2.0966], [-17.1939, -9.2838, 2.8276], [-18.5012, -9.6407, 3.8509], [-19.4549, -12.8475, 4.4379], [-18.7676, -13.8356, 5.5423]],
  "atomic_forces_ev_per_a": [[2.4, -0.6, 0.1], [-0.1, 0.7, 0.4], [0.1, -0.6, -1.0], [-1.1, 0.5, 0.8], [0.0, 0.3, -0.3], [0.0, 0.2, 0.3], [0.0, -0.7, 0.0], [-0.2, 0.0, 0.4], [0.0, 0.0, -0.1], [0.4, -0.9, 1.0], [0.1, -0.3, -0.9], [-1.6, 0.7, -0.2], [2.2, -1.0, 0.3], [-1.4, -0.4, -2.7], [-0.5, 0.7, 0.8], [0.1, -0.7, 0.6], [1.7, 0.2, 0.0], [-0.1, -0.4, 0.1], [0.1, 0.4, -0.1], [-0.2, 0.5, -0.1], [0.0, -0.1, -0.1], [0.1, -0.2, -0.1], [0.2, 0.1, 0.1], [-0.4, 0.1, 0.1], [0.0, 0.5, 0.1], [0.0, 0.1, 0.9], [0.3, -0.3, 0.1], [-0.2, 0.1, 0.0], [-0.2, 0.4, -1.1], [-0.1, 0.2, 0.4], [-0.5, -0.1, -0.4], [0.1, -0.6, -0.1], [-0.2, 0.8, 0.1], [-0.2, -0.4, 2.0], [0.7, 0.2, -0.5], [0.1, -0.3, 0.5], [-1.4, -0.6, 0.0], [0.1, -0.1, -0.8], [-0.1, 0.7, -0.2], [-0.1, -0.3, 0.0], [-0.3, 0.1, 0.0], [0.1, 0.2, 0.0], [0.5, 0.3, -0.4], [0.6, 0.1, -0.1], [1.2, -0.9, 0.0], [0.2, 0.2, -0.4], [-0.2, 0.1, 0.4], [0.2, 1.2, -0.2], [0.5, 2.4, 1.0], [-0.2, 0.0, -0.3], [-0.3, 0.3, 0.2], [-0.2, -0.2, 0.2], [-0.3, -0.2, -0.1], [-0.4, -0.3, 0.2], [-0.2, 0.1, 0.1], [-0.1, 0.0, 0.0], [0.2, -0.3, -0.3], [-0.3, -0.8, 0.2], [-0.5, -0.7, -0.1], [-0.6, -0.6, -0.3]]
}

{
  "formula": "C14H38BF4O11",
  "method": "ωB97M-V with the def2-TZVPD basis set",
  "gap_ev": [8.69, 2.62],
  "multiplicity": 2,
  "e_tot_ha": -1808.1137,
  "mol_weight_g_mol": 469.3,
  "fmax_ev_per_a": 2.9,
  "e_homo_ev": [-9.24, -9.24],
  "elements": ["B", "F", "F", "F", "F", "C", "C", "C", "O", "C", "H", "H", "H", "H", "H", "H", "H", "H", "C", "C", "O", "O", "H", "H", "H", "H", "H", "H", "C", "C", "O", "O", "H", "H", "H", "H", "H", "H", "C", "C", "O", "O", "H", "H", "H", "H", "H", "H", "C", "C", "O", "O", "H", "H", "H", "H", "H", "H", "C", "C", "O", "O", "H", "H", "H", "H", "H", "H"],
  "coordinates": [[16.2973, -14.2798, 15.4263], [15.2971, -15.1099, 15.9857], [17.2976, -15.0699, 14.8683], [15.8642, -13.5068, 14.3903], [16.7583, -13.5434, 16.4758], [14.0880, -19.4303, 15.2326], [15.2386, -18.4916, 15.4058], [15.2183, -17.6709, 14.0475], [14.3467, -18.4185, 13.2095], [13.3635, -19.0978, 13.9962], [13.4114, -19.3318, 16.0815], [14.4367, -20.4602, 15.1569], [16.1330, -19.0932, 15.5682], [15.0506, -17.8809, 16.2889], [16.1957, -17.6673, 13.5650], [14.8354, -16.6522, 14.1086], [13.0185, -19.9066, 13.3521], [12.4343, -18.5899, 14.2545], [20.9429, -16.4271, 18.1567], [19.6201, -15.7513, 17.6215], [18.9388, -16.5472, 16.6749], [21.4162, -15.6904, 19.2585], [21.7401, -16.6918, 17.4621], [20.7819, -17.4395, 18.5272], [19.8462, -14.7760, 17.1905], [18.9785, -15.6201, 18.4929], [18.2615, -16.0649, 16.1949], [21.3439, -14.7427, 19.1238], [10.6578, -15.6219, 15.3431], [11.9773, -15.1075, 15.9634], [12.7944, -16.2541, 16.2973], [10.8730, -16.4055, 14.1514], [10.2180, -14.7158, 14.9262], [9.8920, -16.0214, 16.0079], [11.7849, -14.4982, 16.8465], [12.5123, -14.4630, 15.2659], [13.7049, -15.9592, 16.2217], [11.2559, -17.2476, 14.4078], [14.3038, -11.9811, 18.8817], [15.0970, -11.0723, 17.8766], [14.8591, -11.4602, 16.4884], [14.6754, -13.2940, 18.8971], [13.2283, -12.0004, 18.7051], [14.5367, -11.5623, 19.8607], [16.1776, -11.1298, 18.0070], [14.9123, -10.0014, 17.9623], [15.4313, -12.1560, 16.1569], [14.9073, -13.5554, 18.0030], [18.4313, -11.3227, 14.5994], [19.0515, -12.5775, 13.8396], [20.2527, -12.3159, 13.1198], [19.5211, -10.6043, 15.2304], [17.6101, -11.4613, 15.3027], [18.0754, -10.5340, 13.9365], [18.3164, -13.1302, 13.2546], [19.2350, -13.3110, 14.6247], [20.0888, -12.8261, 12.3232], [18.9750, -10.1666, 15.8875], [15.8377, -14.9712, 11.0637], [16.1727, -14.8157, 9.6252], [17.0130, -15.8476, 9.0315], [16.9142, -15.0639, 11.8881], [15.1456, -15.7937, 11.2444], [15.2214, -14.1204, 11.3544], [16.7773, -13.9290, 9.4346], [15.2487, -14.7964, 9.0474], [17.7201, -16.0984, 9.6306], [16.6854, -14.7142, 12.7524]],
  "atomic_forces_ev_per_a": [[0.5, -0.6, 0.2], [-0.7, -0.6, -0.4], [0.6, -1.1, 0.0], [-1.2, 0.8, -0.8], [0.6, 0.8, 0.8], [-0.8, -1.7, 1.6], [0.1, 1.3, -0.4], [1.3, -2.2, 1.4], [-1.2, 1.3, 0.1], [0.3, -0.9, -1.2], [0.0, -0.3, 0.0], [-0.1, 0.0, 0.2], [0.3, 0.6, -0.3], [0.4, 0.3, -0.3], [-0.1, 0.4, -0.3], [-0.3, 0.5, 0.0], [0.1, -0.2, 0.0], [0.2, 1.2, -0.5], [-1.0, -0.3, -0.2], [0.7, -0.7, 0.1], [0.5, -1.0, 0.0], [0.3, 0.0, 0.5], [0.0, 1.1, -0.8], [-0.9, 0.0, 0.4], [0.2, 0.2, 0.1], [0.1, 0.2, 0.2], [0.1, 0.5, 0.0], [0.0, 0.0, -0.3], [0.6, 1.5, -1.1], [-0.3, -1.3, 0.0], [-0.5, 0.2, -0.3], [-0.1, 0.0, 0.6], [-0.3, 0.1, 0.1], [0.5, -0.5, 0.2], [-0.2, -0.1, 0.2], [-0.1, -0.1, -0.3], [0.4, 0.2, 0.2], [-0.1, 0.1, 0.3], [0.3, 2.2, -0.4], [0.1, -1.4, -1.2], [-1.0, 0.9, 0.7], [1.1, -1.7, -0.1], [-0.2, 1.0, -0.2], [-0.3, 0.0, 0.3], [0.1, -0.5, 0.6], [-0.7, -0.1, 0.0], [0.3, 0.1, 0.5], [0.1, -0.2, -0.2], [1.5, 0.6, -2.1], [-1.1, 0.3, 2.1], [-1.0, 0.0, 0.0], [-0.7, -0.7, 0.8], [0.2, -1.0, 0.0], [-0.5, -0.6, -0.9], [-0.2, 0.6, -0.5], [0.5, 0.0, 0.3], [0.6, 0.2, -0.3], [0.8, 0.6, 0.5], [-2.1, 0.4, 0.0], [1.6, -0.5, -1.1], [-1.0, -0.3, 0.2], [2.0, -0.4, 0.8], [-0.1, -0.7, -0.4], [-0.1, 0.5, -0.2], [-0.5, 0.6, 0.3], [0.1, 0.1, -0.1], [0.0, 0.2, 0.3], [0.2, 0.1, 0.3]]
}